Entry 1:
Density functional theory data (the ωB97M-V functional and the def2-TZVPD basis) for C21H32N2O3 in the gas phase.

SMILES: COCCNC(=O)CCC1CCN(C/C=C/c2ccccc2OC)CC1
E_LUMO (eV): 0.8
Relative energy (zero: lowest compared OMol25 entry of this formula, charge and spin) (kJ/mol): 236.17
HOMO energy (eV): -7.90

Structure (XYZ):
```
58
C21H32N2O3 (the ωB97M-V functional and the def2-TZVPD basis)
O -5.65 1.24 0.54
O -3.71 -1.81 -2.07
O 4.07 -1.30 1.15
N 0.32 1.40 0.43
N -5.13 -1.36 -0.37
C -5.96 -0.44 -1.12
C -3.14 -2.61 0.13
C 6.99 -0.44 -0.92
C 4.49 -2.48 1.77
C 3.09 0.97 0.01
C -5.54 1.01 -0.85
C -4.00 -1.88 -0.89
C 1.14 2.53 0.04
C 2.53 2.12 -0.35
C -5.21 2.52 0.92
C -2.59 -1.67 1.21
C -0.73 -0.70 -0.23
C -0.84 1.78 1.21
C -0.08 0.59 -0.70
C -1.95 -0.40 0.64
C 4.43 0.51 -0.32
C 6.53 0.71 -1.52
C -1.51 0.53 1.77
C 6.19 -1.13 -0.02
C 4.92 -0.67 0.28
C 5.26 1.18 -1.22
H 0.68 3.09 -0.80
H -1.56 2.36 0.60
H 4.70 -3.27 1.05
H -0.51 2.42 2.04
H -3.40 -1.37 1.88
H -2.38 0.83 2.37
H 5.38 -2.32 2.40
H -1.86 -2.21 1.81
H -4.15 2.66 0.67
H -5.34 2.59 1.99
H 6.57 -2.03 0.43
H 0.81 0.37 -1.30
H -0.80 0.01 2.41
H -0.79 1.14 -1.35
H 7.15 1.25 -2.22
H -5.83 -0.66 -2.18
H 7.98 -0.82 -1.14
H 1.21 3.22 0.88
H -3.73 -3.40 0.60
H 3.07 2.86 -0.93
H -2.69 0.12 0.02
H 0.00 -1.28 0.35
H 4.90 2.07 -1.70
H 3.66 -2.79 2.41
H -1.02 -1.29 -1.11
H -6.19 1.70 -1.41
H 2.51 0.29 0.61
H -4.51 1.16 -1.18
H -2.32 -3.08 -0.41
H -7.00 -0.58 -0.83
H -5.79 3.31 0.42
H -5.23 -1.30 0.63
```

***

Entry 2:
Density functional theory data (the ωB97M-V functional and the def2-TZVPD basis) for 13 unconnected molecules or ions with the total composition C41H82O35 in a non-equilibrium geometry.

E_LUMO (eV): 0.5
Relative energy (zero: lowest compared OMol25 entry of this formula, charge and spin) (kJ/mol): 0.00
HOMO energy (eV): -9.37

Structure (XYZ):
```
158
C41H82O35 (the ωB97M-V functional and the def2-TZVPD basis)
O 0.00 0.47 -4.35
O -5.38 -3.97 1.03
O -0.58 6.95 0.64
O 0.52 0.59 -0.06
O -2.77 -4.84 4.14
O -4.02 -0.59 -5.67
O -3.77 1.70 -5.90
O -2.48 2.95 -1.67
O 4.66 2.46 -2.91
O -0.53 -1.54 -5.21
O 1.98 -5.14 -1.16
O 4.37 -1.03 -1.91
O -0.05 0.01 -6.59
O 4.60 2.01 -0.69
O -4.61 3.68 -1.29
O 4.22 3.20 2.79
O -4.23 0.91 -3.99
O 4.95 -2.71 -3.34
O -3.29 2.72 0.30
O 1.58 7.62 0.42
O -3.36 -6.57 2.85
O -1.61 -0.78 4.52
O 6.18 -2.17 -1.51
O -1.60 0.60 6.32
O 1.11 5.48 0.36
O 0.99 -3.14 -1.41
O -1.06 1.29 4.24
O -0.07 -4.97 -0.62
O 6.44 1.59 -1.76
O 2.42 -0.77 4.62
O -1.74 -5.37 2.20
O -5.50 -1.79 1.14
O -3.86 -2.74 -0.16
O 1.26 -2.43 3.61
O 2.58 -0.97 2.48
C -1.50 -0.39 -0.57
C 3.73 2.32 3.78
C -1.71 -1.97 5.28
C 3.32 2.58 -0.53
C -1.33 -0.38 0.91
C -2.61 -5.53 3.14
C -1.45 0.39 5.13
C -0.47 -2.21 -3.96
C -4.81 -2.82 0.59
C 3.58 4.51 2.85
C -3.96 -0.03 -2.94
C 0.98 -4.29 -1.07
C 0.35 1.31 -6.92
C 2.38 -1.65 1.26
C -0.68 -4.43 2.42
C -0.28 0.23 -1.19
C 0.60 6.68 0.48
C 3.18 -4.78 -1.79
C -4.04 0.57 -5.22
C 3.10 -0.82 -2.55
C 5.18 2.05 -1.89
C -1.21 2.66 4.57
C -1.35 -4.32 -0.64
C -5.25 -0.48 0.71
C -0.29 0.72 1.09
C 7.18 1.27 -2.90
C 2.31 2.82 3.89
C 1.22 8.96 0.48
C -3.55 3.21 -0.92
C -5.07 -5.11 0.24
C -4.29 2.93 1.28
C 0.31 4.35 0.55
C 2.03 -1.48 3.60
C 7.09 -3.23 -1.75
C 2.34 4.33 3.74
C 5.13 -2.02 -2.34
C -2.41 3.52 -2.99
C -3.42 1.52 -7.25
C -0.17 -0.28 -5.29
C -4.32 -7.07 3.75
C 1.94 -1.09 5.94
H 0.84 9.31 1.44
H 1.80 2.35 3.05
H -5.27 -6.60 3.48
H -1.43 3.14 -3.28
H -3.26 2.48 -7.74
H 0.54 -2.62 -3.95
H -4.72 -0.81 -2.97
H -2.73 -2.08 5.64
H 4.21 2.44 4.76
H -3.82 2.81 2.26
H 3.20 -2.35 1.09
H 6.88 0.29 -3.27
H -4.27 -0.23 1.11
H 0.86 -0.95 6.01
H 3.32 4.80 1.83
H -0.37 -4.41 3.46
H 3.32 3.67 -0.54
H -0.65 2.86 5.48
H -0.67 -1.60 -3.09
H -2.22 -0.12 1.49
H -0.94 -2.06 6.04
H 7.26 -3.54 -2.78
H 3.23 -0.21 -3.45
H -0.85 3.38 3.84
H 3.75 -5.70 -1.97
H -1.83 -1.35 -0.96
H -5.11 2.23 1.15
H -0.58 1.12 -1.74
H -1.31 -3.29 -0.30
H 0.87 3.58 1.07
H 6.87 -4.07 -1.08
H 1.40 4.72 3.35
H -4.43 -8.15 3.60
H -1.10 -1.37 1.30
H 2.43 4.78 4.73
H 0.31 0.60 2.00
H 0.33 -0.39 -1.85
H 3.70 -4.05 -1.17
H -0.29 1.96 -6.32
H 0.08 3.77 -0.35
H -1.21 -3.01 -3.98
H -2.26 2.94 4.66
H -1.47 -2.77 4.58
H 2.42 -0.94 0.44
H -5.34 -0.44 -0.38
H -0.82 1.67 1.13
H 2.05 9.61 0.22
H 2.55 -0.21 -1.83
H -2.35 0.21 -0.91
H -5.83 -5.88 0.42
H -1.03 -3.41 2.23
H -2.57 0.85 -7.36
H 8.24 1.21 -2.65
H -4.60 3.97 1.30
H 0.16 1.59 -7.96
H -3.17 3.22 -3.70
H -4.06 -6.93 4.80
H 2.18 -2.13 6.16
H 4.29 5.27 3.19
H 2.93 2.35 0.46
H 3.05 -4.33 -2.77
H 2.48 -0.38 6.56
H 2.49 -1.71 -2.69
H -1.83 -4.33 -1.62
H 1.47 -2.26 1.30
H -6.00 0.17 1.15
H -5.01 -4.89 -0.83
H 2.62 2.13 -1.24
H -2.01 -4.79 0.10
H 1.40 1.49 -6.69
H -4.03 0.46 -1.98
H -4.27 1.08 -7.77
H 1.81 2.45 4.79
H 0.13 -4.57 1.71
H 8.05 -2.86 -1.38
H -0.65 4.53 1.03
H -3.02 -0.52 -3.19
H 0.44 9.18 -0.25
H 7.01 1.98 -3.72
H -4.12 -5.54 0.54
H 3.81 1.31 3.39
H -2.38 4.61 -3.05
```

***

Entry 3:
Density functional theory data (the ωB97M-V functional and the def2-TZVPD basis) for 2 unconnected molecules or ions with the total composition CH4IOP in a non-equilibrium geometry.

SMILES: C=O.PI
E_LUMO (eV): 0.1
Relative energy (zero: lowest compared OMol25 entry of this formula, charge and spin) (kJ/mol): 135.85
HOMO energy (eV): -9.20

Structure (XYZ):
```
8
CH4IOP (the ωB97M-V functional and the def2-TZVPD basis)
I 2.34 -0.55 -0.01
P 2.09 1.79 -0.04
O -1.96 -0.49 0.26
C -1.87 -1.66 0.09
H -2.78 -2.31 -0.33
H 1.22 1.71 1.22
H 3.23 2.27 0.80
H -0.96 -2.17 0.54
```

***

Entry 4:
Density functional theory data (the ωB97M-V functional and the def2-TZVPD basis) for 3 unconnected molecules or ions with the total composition C4H14NO2 in a non-equilibrium geometry.

Total charge: +1
E_LUMO (eV): -2.9
Relative energy (zero: lowest compared OMol25 entry of this formula, charge and spin) (kJ/mol): 199.28
HOMO energy (eV): -13.46

Structure (XYZ):
```
21
C4H14NO2 (the ωB97M-V functional and the def2-TZVPD basis)
O -2.47 -1.67 0.02
O -1.97 0.95 0.81
N 0.77 1.45 0.78
C 1.41 0.13 1.27
C 0.71 -0.44 -1.12
C 0.96 0.27 -2.24
C 1.68 -0.72 -0.02
H 1.11 2.25 1.33
H -0.26 1.43 0.87
H 2.41 0.25 1.83
H 2.65 -0.51 -0.45
H 0.56 -0.21 1.91
H 1.65 -1.76 0.31
H -0.18 -1.01 -1.10
H -2.37 0.17 0.58
H 0.60 -0.09 -3.21
H 1.81 0.98 -2.17
H 1.15 1.59 -0.18
H -2.63 1.63 0.71
H -3.19 -2.19 0.37
H -1.84 -2.31 -0.29
```